Density functional theory data (ωB97M-V/def2-TZVPD) for C16H23CeCl3GeN5O5P as an isolated structure at a distorted geometry.

Cartesian coordinates (Å):
Ce1 -0.542 1.828 0.627
O1 -2.318 2.819 -0.472
C1 -3.243 2.386 -1.200
C2 -3.333 1.030 -1.676
C3 -4.407 0.707 -2.531
C4 -4.439 -0.536 -3.105
C5 -3.456 -1.490 -2.910
C6 -2.395 -1.198 -2.116
C7 -2.300 0.056 -1.494
O2 -1.213 0.374 -0.772
N1 -5.550 -0.760 -4.051
O3 -6.375 0.136 -4.104
O4 -5.532 -1.780 -4.720
H1 -3.962 3.144 -1.548
H2 -5.130 1.459 -2.807
H3 -3.560 -2.497 -3.299
H4 -1.590 -1.933 -2.014
N2 0.041 5.910 2.287
C8 0.132 4.773 1.629
O5 -0.762 3.895 1.692
C9 1.350 4.490 0.864
C10 1.044 3.543 -0.270
H5 -0.727 6.055 2.937
H6 0.815 6.546 2.487
H7 2.055 4.071 1.607
H8 1.736 5.455 0.502
H9 1.990 3.163 -0.722
H10 0.413 4.022 -1.065
C11 2.996 -2.902 1.977
N3 1.648 -3.241 1.292
C12 1.932 -3.834 -0.076
N4 2.746 -3.009 -0.829
C13 4.032 -2.791 -0.159
N5 3.833 -2.096 1.117
C14 3.299 -0.752 1.044
P1 1.674 -0.652 0.147
C15 0.760 -1.963 1.192
C16 2.058 -1.785 -1.220
H11 3.469 -3.864 2.261
H12 2.769 -2.329 2.866
H13 1.107 -3.842 1.898
H14 0.944 -3.836 -0.524
H15 2.310 -4.813 0.167
H16 4.707 -2.233 -0.852
H17 4.470 -3.797 0.010
H18 4.064 -0.091 0.543
H19 3.212 -0.362 2.037
H20 -0.137 -2.289 0.715
H21 0.633 -1.583 2.222
H22 2.702 -1.223 -1.897
H23 1.154 -2.088 -1.744
Cl1 -2.667 0.983 2.378
Ge1 -1.574 0.096 4.497
Cl2 -1.660 -2.036 4.243
Cl3 0.778 0.669 2.940

Cartesian forces (eV/Å) of the 2 atoms listed first:
0.69 0.24 0.75
-0.57 -0.24 -0.35

* maximum force: 2.3 eV/Å
* 2S+1: 1
* charge: +2
* frontier orbital gap (spin up / spin down): 7.3 / 7.3 eV
* E_HOMO (spin up / spin down): -14.38 / -14.38 eV